Record 1
Here is C54H57Ge2IOPdS5Se as an isolated structure from the Open Molecules 2025 dataset. Energies are from ωB97M-V/def2-TZVPD.

Each line ends with the Löwdin spin population.
Atoms and positions in Å:
Pd1 -0.61 -1.76 -1.93  1.06
C1 3.91 0.63 -5.92  0.00
C2 2.88 1.48 -5.22  0.00
C3 1.58 1.59 -5.71  0.00
C4 0.60 2.30 -5.03  0.00
C5 -0.78 2.42 -5.62  0.00
C6 0.92 2.90 -3.81  0.00
C7 2.24 2.86 -3.33  0.00
C8 2.67 3.58 -2.08  0.00
C9 3.19 2.15 -4.05  0.00
C10 -0.14 3.61 -3.03  0.00
C11 -0.52 4.89 -3.43  0.00
C12 -1.47 5.60 -2.72  0.00
C13 -2.03 5.04 -1.58  0.00
C14 -1.64 3.77 -1.15  0.00
C15 -0.71 3.02 -1.89  0.00
Ge1 -0.43 1.06 -1.58  0.02
S1 -1.61 0.14 -3.15  0.14
S2 1.70 0.85 -0.82  0.01
Ge2 0.94 -1.00 0.24  0.02
S3 1.34 -2.84 -0.83  0.09
S4 -1.15 -0.01 0.33  0.16
C16 1.75 -1.24 2.06  0.00
C17 1.19 -2.19 2.93  0.00
C18 1.90 -2.64 4.04  0.00
C19 3.17 -2.15 4.31  0.00
C20 3.70 -1.17 3.50  0.00
C21 3.00 -0.70 2.39  0.00
C22 3.63 0.44 1.66  0.00
C23 4.56 0.24 0.64  0.00
C24 4.85 -1.14 0.10  0.00
C25 5.17 1.34 0.05  0.00
C26 4.89 2.63 0.46  0.00
C27 5.55 3.82 -0.19  0.00
C28 3.95 2.82 1.47  0.00
C29 3.32 1.74 2.07  0.00
C30 2.26 1.97 3.12  0.00
C31 -0.24 -2.62 2.82  0.00
C32 -0.61 -3.90 2.41  0.00
C33 0.39 -4.92 1.92  0.00
C34 -1.95 -4.25 2.43  0.01
C35 -2.94 -3.36 2.82  0.01
C36 -4.40 -3.73 2.72  0.00
C37 -2.55 -2.10 3.25  0.00
C38 -1.22 -1.72 3.28  0.00
C39 -0.85 -0.38 3.85  0.00
C40 -2.21 3.30 0.15  0.00
C41 -3.42 2.62 0.22  0.00
C42 -4.17 2.19 -1.01  0.00
C43 -3.92 2.27 1.48  0.00
C44 -3.26 2.59 2.64  0.00
C45 -3.82 2.23 3.99  0.00
C46 -2.04 3.26 2.55  0.00
C47 -1.50 3.61 1.32  0.00
C48 -0.17 4.31 1.25  0.00
H1 3.49 0.16 -6.81  0.00
H2 4.25 -0.17 -5.26  0.00
H3 4.78 1.22 -6.22  0.00
H4 1.32 1.08 -6.64  0.00
H5 -0.87 1.79 -6.51  0.00
H6 -0.99 3.45 -5.90  0.00
H7 -1.54 2.10 -4.90  0.00
H8 1.87 4.19 -1.66  0.00
H9 3.52 4.24 -2.31  0.00
H10 2.99 2.87 -1.32  0.00
H11 4.20 2.09 -3.65  0.00
H12 -0.05 5.32 -4.30  0.00
H13 -1.77 6.59 -3.05  0.00
H14 -2.76 5.59 -1.00  0.00
H15 1.43 -3.36 4.70  0.00
H16 3.72 -2.51 5.18  0.00
H17 4.68 -0.74 3.72  0.00
H18 4.33 -1.92 0.65  0.00
H19 5.93 -1.35 0.12  0.00
H20 4.52 -1.21 -0.94  0.00
H21 5.88 1.18 -0.76  0.00
H22 6.28 3.51 -0.94  0.00
H23 6.07 4.44 0.55  0.00
H24 4.81 4.46 -0.68  0.00
H25 3.70 3.83 1.79  0.00
H26 2.34 2.97 3.55  0.00
H27 2.31 1.24 3.92  0.00
H28 1.26 1.88 2.67  0.00
H29 1.42 -4.60 2.07  0.00
H30 0.24 -5.07 0.85  0.00
H31 0.24 -5.87 2.42  0.00
H32 -2.24 -5.24 2.09  0.00
H33 -4.54 -4.81 2.81  0.00
H34 -4.79 -3.44 1.75  0.00
H35 -4.99 -3.23 3.49  0.00
H36 -3.31 -1.40 3.59  0.00
H37 -1.68 0.02 4.43  0.00
H38 -0.61 0.35 3.07  0.00
H39 0.02 -0.45 4.51  0.00
H40 -3.67 2.49 -1.93  0.00
H41 -5.18 2.60 -1.01  0.00
H42 -4.25 1.10 -1.04  0.00
H43 -4.86 1.73 1.53  0.00
H44 -4.83 1.83 3.90  0.00
H45 -3.85 3.09 4.65  0.00
H46 -3.21 1.46 4.48  0.00
H47 -1.49 3.50 3.46  0.00
H48 0.12 4.70 2.22  0.00
H49 -0.19 5.13 0.53  0.00
H50 0.61 3.61 0.91  0.00
O1 1.55 -0.81 -3.48  0.03
H51 1.08 -1.12 -4.26  0.00
H52 2.05 -1.58 -3.16  0.00
I1 -0.60 -3.27 -4.27  0.29
Se1 -2.68 -2.86 -1.05  1.60
S5 -1.82 -5.55 -1.15  0.41
C49 -3.19 -6.46 -0.56  0.04
C50 -3.00 -7.64 0.18  0.02
C51 -4.08 -8.38 0.66  0.00
C52 -5.38 -7.96 0.44  0.01
C53 -5.59 -6.79 -0.28  0.00
C54 -4.52 -6.06 -0.78  0.02
H53 -1.99 -7.98 0.36  0.00
H54 -3.89 -9.29 1.22  0.00
H55 -6.22 -8.53 0.82  0.00
H56 -6.60 -6.44 -0.47  0.00
H57 -4.69 -5.15 -1.34  0.01

The highest occupied orbital energy (alpha / beta) is -1.7 / -2.3 eV. The multiplicity is 5. The net charge is -2. The value obtained for the orbital gap (alpha / beta) is 5.61 / 5.98 eV. The calculated total energy is -303115.21045 eV. The value obtained for the lowest unoccupied orbital energy (alpha / beta) is 3.9 / 3.7 eV.

---

Record 2
Here is C37H44BaIN6O4S2Si as an isolated structure from the Open Molecules 2025 dataset. Energies are from ωB97M-V/def2-TZVPD.

Each line ends with the Mulliken charge.
Atoms and positions in Å:
Ba1 -0.38 1.49 0.13  0.82
C1 1.24 7.97 2.25  -1.23
C2 0.82 6.67 1.63  0.96
C3 0.41 6.60 0.30  -0.89
C4 0.08 5.34 -0.16  -0.43
N1 0.15 4.26 0.60  0.46
C5 0.53 4.42 1.89  0.16
S1 0.63 2.98 2.86  -0.59
N2 0.87 5.60 2.42  -0.60
H1 1.07 8.81 1.57  0.34
H2 2.30 7.93 2.50  0.27
H3 0.69 8.13 3.17  0.31
H4 0.37 7.47 -0.33  0.30
H5 -0.26 5.18 -1.18  0.44
C6 5.17 -1.07 -2.25  -0.61
C7 4.89 -1.64 -0.87  -0.49
C8 3.50 -1.29 -0.36  -0.89
N3 3.32 0.13 -0.15  1.48
C9 3.27 0.72 1.04  -0.41
S2 3.28 -0.08 2.51  -0.41
N4 3.14 2.11 1.02  0.53
C10 3.73 3.02 0.16  0.29
O1 3.31 4.15 0.05  -0.56
C11 5.01 2.61 -0.52  0.36
C12 5.97 1.88 0.16  -0.01
C13 7.20 1.63 -0.43  -0.66
C14 7.45 2.09 -1.71  -0.43
C15 6.49 2.81 -2.40  -0.64
C16 5.26 3.08 -1.80  -0.46
H6 6.17 -1.36 -2.60  0.38
H7 5.13 0.02 -2.25  -0.18
H8 4.44 -1.44 -2.98  0.25
H9 5.63 -1.30 -0.15  0.25
H10 4.96 -2.74 -0.91  0.37
H11 3.32 -1.78 0.60  0.39
H12 2.73 -1.62 -1.06  0.00
H13 3.05 0.68 -0.96  -0.54
H14 2.56 2.47 1.81  -0.17
H15 5.76 1.51 1.16  0.41
H16 7.95 1.07 0.11  0.43
H17 8.41 1.89 -2.18  0.38
H18 6.68 3.16 -3.41  0.39
H19 4.51 3.66 -2.31  0.47
C17 0.69 -3.08 5.45  -1.14
N5 -0.32 -2.25 4.79  -0.19
N6 -0.21 -2.27 3.39  0.65
C18 -0.34 -0.99 2.89  0.32
O2 -0.38 -0.72 1.69  -0.35
C19 -0.42 -0.13 4.04  -0.66
C20 -0.37 -0.91 5.13  0.49
C21 -0.33 -0.50 6.57  -1.62
C22 -0.50 -3.46 2.68  0.07
C23 -1.33 -4.43 3.23  0.01
C24 -1.59 -5.59 2.52  -0.71
C25 -1.05 -5.77 1.26  -0.44
C26 -0.23 -4.80 0.71  -0.73
C27 0.06 -3.64 1.42  -0.49
H20 0.57 -4.11 5.13  0.40
H21 0.52 -3.03 6.52  0.45
H22 1.70 -2.73 5.21  0.25
H23 -0.49 0.95 3.97  0.36
H24 -0.54 0.56 6.64  0.40
H25 0.65 -0.69 7.01  0.34
H26 -1.08 -1.05 7.14  0.35
H27 -1.77 -4.26 4.21  0.49
H28 -2.24 -6.34 2.95  0.37
H29 -1.27 -6.68 0.70  0.38
H30 0.19 -4.93 -0.28  0.41
H31 0.70 -2.88 1.00  0.56
I1 -9.31 3.53 -2.05  0.02
C28 -7.33 3.07 -1.55  0.07
C29 -6.30 3.77 -2.17  -0.52
C30 -4.99 3.46 -1.83  -0.25
C31 -4.71 2.48 -0.89  -0.02
C32 -5.76 1.79 -0.28  -0.20
C33 -7.07 2.08 -0.61  -0.47
C34 -3.28 2.15 -0.53  0.95
O3 -2.37 2.79 -1.11  -0.91
O4 -3.08 1.25 0.33  -1.00
H32 -6.51 4.53 -2.90  0.36
H33 -4.15 3.98 -2.29  0.38
H34 -5.52 1.03 0.45  0.41
H35 -7.89 1.55 -0.14  0.36
C35 2.39 1.50 -3.81  -1.25
Si1 0.96 0.46 -3.01  0.61
C36 1.38 -1.31 -3.67  -1.39
C37 -0.45 0.87 -4.25  -1.31
H36 2.47 1.28 -4.89  0.46
H37 3.38 1.32 -3.40  0.22
H38 2.18 2.57 -3.71  0.25
H39 1.70 -1.27 -4.72  0.37
H40 0.48 -1.92 -3.62  0.36
H41 2.15 -1.85 -3.11  0.35
H42 -0.11 0.70 -5.28  0.30
H43 -0.78 1.91 -4.16  0.27
H44 -1.33 0.24 -4.07  0.35

The highest occupied orbital energy is -3.7 eV. The multiplicity is 1. The net charge is -1. The value obtained for the orbital gap is 5.71 eV. The calculated total energy is -94563.20959 eV. The value obtained for the lowest unoccupied orbital energy is 2.0 eV.

---

Record 3
Here is C14H17N3O8P2Sn as an isolated structure from the Open Molecules 2025 dataset. Energies are from ωB97M-V/def2-TZVPD.

Each line ends with the Mulliken charge.
Atoms and positions in Å:
Sn1 0.82 -0.83 -0.03  0.64
O1 -3.11 -2.39 -0.32  -0.60
C1 -1.99 -2.07 -0.55  -0.08
N1 -1.07 -1.65 0.43  -0.01
C2 -1.67 -1.72 1.77  -0.75
C3 -0.50 -1.48 2.75  0.58
C4 -0.63 -1.68 4.12  -0.83
C5 0.43 -1.36 4.95  -0.13
C6 1.63 -0.84 4.44  -1.09
C7 1.71 -0.76 3.09  -0.23
N2 0.66 -1.03 2.28  0.01
C8 -1.30 -2.20 -1.85  0.69
C9 -2.02 -2.66 -2.97  -0.57
C10 -1.39 -2.73 -4.21  -0.29
C11 -0.02 -2.51 -4.28  -0.71
C12 0.64 -2.19 -3.12  -0.22
N3 0.02 -1.97 -1.93  -0.17
H1 -2.19 -2.67 1.99  0.56
H2 -2.38 -0.93 1.98  0.28
H3 -1.56 -2.08 4.57  0.42
H4 0.30 -1.55 6.03  0.41
H5 2.40 -0.64 5.09  0.56
H6 2.60 -0.50 2.57  0.51
H7 -3.08 -2.91 -2.80  0.44
H8 -1.92 -3.08 -5.05  0.49
H9 0.43 -2.64 -5.27  0.39
H10 1.72 -2.13 -3.08  0.51
C13 0.13 4.22 -1.48  -0.85
C14 0.14 3.78 -0.03  0.41
O2 1.14 4.05 0.85  -0.32
P1 -1.01 2.29 0.85  0.60
O3 -1.93 2.78 1.97  -0.44
O4 -1.73 2.16 -0.54  -0.47
O5 -0.04 1.32 1.28  -0.05
P2 3.22 1.85 -2.00  0.92
O6 4.00 0.54 -2.20  -0.35
O7 1.77 1.88 -2.33  -0.45
O8 3.92 3.07 -1.62  -0.53
H11 1.11 4.62 -1.52  0.40
H12 -0.69 4.60 -2.12  0.35
H13 0.39 3.23 -1.90  0.35
H14 1.77 4.70 0.45  0.40
H15 -1.59 2.50 2.84  0.40
H16 -2.67 1.80 -0.50  0.41
H17 3.56 -0.19 -2.57  0.39

The highest occupied orbital energy is -14.9 eV. The multiplicity is 1. The net charge is +2. The value obtained for the orbital gap is 7.01 eV. The calculated total energy is -60040.70087 eV. The value obtained for the lowest unoccupied orbital energy is -7.9 eV.

---

Record 4
Here is one molecule with the formula C4H7N3O2S from the Open Molecules 2025 dataset. Energies are from ωB97M-V/def2-TZVPD.

Each line ends with the Mulliken charge.
Atoms and positions in Å:
C1 0.01 2.20 -0.51  -0.83
N1 0.15 0.75 -0.39  0.28
C2 0.16 -0.16 -1.40  0.64
O1 0.08 0.11 -2.58  -0.59
C3 0.26 -1.67 -1.12  0.31
O2 0.78 -2.45 -1.86  -0.55
N2 -0.28 -1.97 0.11  -0.18
C4 -0.86 -0.93 0.94  -0.46
N3 0.04 0.29 0.93  -0.34
S1 1.45 0.04 1.86  -0.16
H1 0.26 2.47 -1.65  0.30
H2 -1.03 2.30 -0.24  0.34
H3 0.81 2.61 0.13  0.24
H4 -0.41 -2.78 0.65  0.19
H5 -1.86 -0.77 0.48  0.31
H6 -1.11 -1.22 2.05  0.38
H7 1.55 1.19 2.60  0.14

The highest occupied orbital energy is -9.5 eV. The multiplicity is 1. The value obtained for the orbital gap is 9.83 eV. The calculated total energy is -23659.76090 eV. The value obtained for the lowest unoccupied orbital energy is 0.4 eV. Its SMILES is CN1C(=O)C(=O)NCN1S.

---

Record 5
Here is one molecule with the formula C2H2OS2 from the Open Molecules 2025 dataset. Energies are from ωB97M-V/def2-TZVPD.

Each line ends with the Mulliken charge.
Atoms and positions in Å:
O1 -1.62 -0.09 0.29  -0.44
C1 -0.47 -0.02 0.57  -0.14
C2 0.62 -0.16 -0.41  0.10
S1 1.92 0.96 0.16  -0.14
S2 2.07 -1.04 0.05  -0.09
H1 -0.24 0.41 1.53  0.38
H2 0.14 -0.33 -1.58  0.33

The highest occupied orbital energy is -8.9 eV. The multiplicity is 1. The value obtained for the orbital gap is 8.74 eV. The calculated total energy is -25822.51917 eV. The value obtained for the lowest unoccupied orbital energy is -0.2 eV. Its SMILES is O=CC1SS1.

---

Record 6
Here is C4H5N3 as an isolated structure from the Open Molecules 2025 dataset. Energies are from ωB97M-V/def2-TZVPD.

Each line ends with the Mulliken charge.
Atoms and positions in Å:
N1 1.90 -0.74 1.74  -0.53
C1 0.86 -0.20 1.70  0.11
C2 0.32 0.09 -1.12  -0.11
C3 -0.75 -0.88 -0.71  -0.48
N2 -1.52 -0.20 0.29  -0.56
C4 -0.68 0.65 0.81  -0.08
N3 0.29 1.07 -0.30  -0.07
H1 1.09 -0.02 -1.88  0.38
H2 -1.31 -1.28 -1.56  0.38
H3 -0.19 -1.72 -0.22  0.31
H4 -0.99 1.42 1.51  0.39
H5 0.97 1.82 -0.26  0.25

The highest occupied orbital energy is -8.8 eV. The multiplicity is 1. The value obtained for the orbital gap is 8.27 eV. The calculated total energy is -8695.55781 eV. The value obtained for the lowest unoccupied orbital energy is -0.5 eV.

---

Look up the multiplicity of the fourth one. 1